{"formula": "C4H3N3", "method": "ωB97M-V/def2-TZVPD", "lumo_ev": -0.5, "energy_ev": -8659.4441, "de_lowest_kj_mol": 672.19, "total_charge": 0, "gap_ev": 9.535, "species": ["C", "C", "C", "C", "N", "N", "N", "H", "H", "H"], "xyz": [[-1.14, -1.59, -0.12], [-1.75, -0.57, 0.37], [-0.55, 0.17, 0.22], [0.76, -0.34, 0.58], [1.71, 0.50, -0.04], [1.11, 1.37, -0.73], [-0.24, 1.21, -0.59], [0.27, -1.55, 0.02], [1.01, -0.74, 1.56], [-0.86, 1.78, -1.15]], "lowdin_charge": [0.093, -0.073, -0.399, -0.173, 0.018, 0.022, 0.080, 0.136, 0.134, 0.161]}